w:
Molecular formula: C3H10N2O3
Method: DFT, ωB97M-V/def2-TZVPD

Structure (ORCA input):
```
! RIJCOSX wB97M-V def2-TZVPD def2/J DEFGRID3
* xyz 0 1
H -0.0145 0.5963 0.4774
O -0.1432 1.0734 1.5615
N 0.1617 -0.0265 -0.5873
H 0.4176 1.7999 1.6191
C -0.1416 0.2548 -1.8861
C 0.8748 -1.1872 -0.4867
C 0.4009 -0.7227 -2.6689
N 1.1088 -1.5969 -1.7606
H 1.6712 -2.3787 -2.0372
H 1.1963 -1.7764 0.4192
H 0.3185 -0.7915 -3.7564
H -0.6910 1.1287 -2.0694
O 0.6966 -0.7882 3.3025
H 0.3577 -0.1570 2.4351
H 0.0626 -0.3137 3.8887
O -2.3292 2.2059 0.6392
H -1.8145 1.7297 1.3599
H -2.9953 1.5282 0.3236
*
```

Values from the calculation:
HOMO-LUMO gap	9.97	eV

=====

x:
Molecular formula: C3H10N2O3
Method: DFT, ωB97M-V/def2-TZVPD

Structure (ORCA input):
```
! RIJCOSX wB97M-V def2-TZVPD def2/J DEFGRID3
* xyz 0 1
N -0.9544 1.4447 -1.5038
C 0.4575 1.1251 -1.4480
C 0.8751 0.3231 -0.2376
O 1.7509 0.6972 0.5167
N 0.2054 -0.8247 0.0546
C -0.7292 -1.6371 -0.7277
O -2.0510 -1.5242 -0.2757
H -1.3491 1.7671 -0.6338
H -1.5085 0.6857 -1.8623
H 1.0570 2.0400 -1.4689
H 0.8121 0.7483 -2.4107
H 0.3436 -1.1485 1.0016
H -0.7821 -1.1270 -1.6774
H -0.3222 -2.6441 -0.6766
H -2.1718 -1.6993 0.6618
O 0.7001 0.4079 2.9754
H 0.5924 1.3285 2.7340
H 1.5286 0.1276 2.5727
*
```

Values from the calculation:
HOMO-LUMO gap	10.00	eV
SMILES	NCC(=O)NCO.O

=====

y:
Molecular formula: C3H10N2O3
Method: DFT, ωB97M-V/def2-TZVPD

Structure (ORCA input):
```
! RIJCOSX wB97M-V def2-TZVPD def2/J DEFGRID3
* xyz 0 1
C 1.7375 2.4691 1.7892
C 0.5298 1.8249 1.5480
N 0.6948 1.0450 0.4427
C 1.9308 1.3872 -0.0237
N 2.5884 2.2605 0.7279
H 1.8088 3.4197 2.2985
H -0.2192 1.7186 2.3220
H -0.0325 0.5849 -0.0944
H 2.4794 0.8964 -0.8099
O -1.8609 0.2383 0.4543
H -2.2640 -0.4030 -0.1731
H -2.4763 0.9710 0.2939
O -3.1961 -1.8359 -0.7705
H -3.8084 -2.1877 -1.4270
H -2.3187 -2.2371 -0.8830
O 1.1737 -3.6284 -2.0185
H 1.3121 -2.7063 -2.2026
H 1.9210 -3.8171 -1.4738
*
```

Values from the calculation:
HOMO-LUMO gap	8.44	eV
SMILES	c1c[nH]cn1.O.O.O

=====

We find x to be the most stable, with the next structure 45.4 kJ/mol higher.